[1]
# C5H12N2

A gas-phase ion, C5H12N2 (charge +2) (ωB97M-V/def2-TZVPD, OMol25).

Cartesian coordinates (Å):
1 C 1.5277 0.0803 0.6264
2 C -0.0281 -0.2236 0.4355
3 C -0.4146 0.2493 -0.9910
4 C 0.3134 0.7988 -1.9875
5 C -2.8835 0.0537 -0.4629
6 N -1.8666 0.0731 -1.2885
7 N 1.8821 -0.5540 1.9465
8 H 2.0027 -0.5229 -0.1005
9 H 1.8777 1.0301 0.6508
10 H -0.6157 0.3430 1.3289
11 H -0.1904 -1.2826 0.5993
12 H 1.3496 1.0489 -1.9763
13 H -0.1334 1.0619 -2.9263
14 H -2.8239 0.4376 0.5645
15 H -3.8443 -0.4101 -0.9206
16 H -2.0954 0.1554 -2.3028
17 H 1.2891 -0.2976 2.7289
18 H 1.7828 -1.5869 1.8642
19 H 2.8707 -0.4545 2.2114

SMILES = C=[NH+]C(=C)CC[NH3+]
total charge = +2
E_tot = -8340.9368 eV
lowest unoccupied orbital energy = -8.85 eV
HOMO-LUMO gap = 9.5 eV
relative energy (zero: lowest compared OMol25 entry of this formula, charge and spin) = 29.6 kcal per mole

---

[2]
# C3H3HgMgO3

A molecular structure, C3H3HgMgO3 (ωB97M-V/def2-TZVPD, OMol25).

Cartesian coordinates (Å):
1 H -0.6041 -1.1223 0.2709
2 C -1.2923 0.9160 0.0538
3 C -0.1756 -0.0649 -0.0408
4 O 0.9287 0.3740 0.7785
5 C 2.1540 0.0188 0.4768
6 O 2.3609 -0.7700 -0.4925
7 O -2.5126 0.4498 -0.0084
8 H -1.0914 1.9413 -0.3018
9 H 0.1982 -0.2220 -1.0684
10 Mg 4.1751 -0.3098 0.2992
11 Hg -4.1410 -1.2107 0.0326

total charge = +1
E_tot = -18910.3876 eV
multiplicity = 3
lowest unoccupied orbital energy (alpha / beta) = -4.92 / -8.18 eV
HOMO-LUMO gap (alpha / beta) = 4.1 / 4.0 eV
relative energy (zero: lowest compared OMol25 entry of this formula, charge and spin) = 53.6 kcal per mole

---

[3]
# C30H56F12N2O32S11Zr

A molecular structure, C30H56F12N2O32S11Zr (ωB97M-V/def2-TZVPD, OMol25).

Cartesian coordinates (Å):
1 Zr 1.8926 -3.4231 0.9431
2 C 0.4453 -6.0433 -2.7617
3 F 0.0905 -5.8344 -3.9745
4 F -0.5437 -6.1045 -1.8760
5 F 1.1180 -7.2053 -2.7095
6 S 1.7301 -4.7834 -2.1660
7 O 2.7291 -5.4565 -1.3795
8 O 2.1917 -4.0826 -3.2769
9 N 0.8721 -3.8343 -0.9300
10 S -0.1978 -2.8909 -1.7710
11 O 0.0810 -1.5943 -1.2294
12 O -0.2792 -3.0551 -3.1700
13 C -1.9297 -3.2879 -1.1468
14 F -2.4974 -4.0935 -2.0446
15 F -1.9238 -3.8294 0.0610
16 F -2.6121 -2.1702 -1.1517
17 C -0.3374 -1.0240 3.7755
18 F -0.0032 -2.3137 3.9423
19 F -1.5979 -0.8896 4.0894
20 F 0.4475 -0.2809 4.5000
21 S -0.2542 -0.6781 1.9081
22 O -1.2602 -1.4870 1.3302
23 O -0.4205 0.7020 1.6843
24 N 1.3358 -1.4254 1.4184
25 S 2.3197 -0.1220 1.5900
26 O 1.9953 0.7972 2.6247
27 O 3.6961 -0.5517 1.6305
28 C 2.2075 0.9047 -0.0013
29 F 2.5475 2.1356 0.2574
30 F 3.1183 0.4192 -0.8540
31 F 1.0572 0.7730 -0.6139
32 C -1.9871 2.6237 -2.4947
33 C -1.5588 2.5325 -3.9739
34 C -2.5489 1.5546 -4.5829
35 S -2.3672 0.0940 -3.5383
36 O -1.1025 -0.5335 -3.7852
37 O -3.5770 -0.6592 -3.5472
38 C -2.2191 1.1897 -2.0783
39 H -2.9786 3.0781 -2.5355
40 H -1.2839 3.1840 -1.8932
41 H -0.5482 2.2177 -4.2451
42 H -1.6455 3.4969 -4.4831
43 H -2.3170 1.2751 -5.6100
44 H -3.5903 1.8539 -4.4721
45 H -1.4816 0.7201 -1.4186
46 H -3.1211 1.0026 -1.4864
47 C 2.7248 0.3600 -6.8395
48 C 1.7282 -0.7443 -6.4468
49 C 1.1203 -0.2749 -5.1268
50 S 2.4121 0.4936 -4.2105
51 O 2.9823 -0.5233 -3.3252
52 O 1.9119 1.7653 -3.7486
53 C 3.5741 0.6185 -5.6041
54 H 2.1009 1.1588 -7.2477
55 H 3.3323 0.0660 -7.6967
56 H 2.1520 -1.7504 -6.3308
57 H 0.9734 -0.9327 -7.2104
58 H 0.5209 -1.0131 -4.5906
59 H 0.3032 0.4117 -5.3706
60 H 4.1412 -0.3000 -5.4618
61 H 4.1277 1.5512 -5.5877
62 C 6.0828 5.0624 -1.0743
63 C 5.0769 3.9919 -1.5406
64 C 4.4000 4.3512 -2.8571
65 S 5.6076 5.3906 -3.7034
66 O 5.0107 6.4016 -4.5145
67 O 6.5265 4.4441 -4.3009
68 C 6.3508 6.0558 -2.2094
69 H 7.0501 4.6034 -0.8759
70 H 5.7580 5.6154 -0.1986
71 H 4.3113 3.7916 -0.7923
72 H 5.6606 3.0754 -1.6351
73 H 3.6033 5.0683 -2.6517
74 H 4.1406 3.4789 -3.4390
75 H 5.7197 6.9286 -2.0020
76 H 7.3300 6.4800 -2.4031
77 C -5.6660 -4.7456 3.6786
78 C -5.7917 -3.2494 3.4140
79 C -4.5353 -2.6221 4.0060
80 S -3.2224 -3.8690 3.8848
81 O -2.7438 -4.2453 5.1928
82 O -2.2519 -3.4849 2.8571
83 C -4.2715 -5.2200 3.3057
84 H -6.4235 -5.3993 3.2574
85 H -5.7109 -4.8322 4.7731
86 H -6.6248 -2.8434 3.9802
87 H -5.8762 -3.0635 2.3435
88 H -4.6290 -2.4594 5.0810
89 H -4.1325 -1.6796 3.6409
90 H -3.9109 -6.1758 3.6606
91 H -4.1734 -5.0697 2.2212
92 C 0.8970 3.9492 2.4253
93 C -0.4396 4.6487 2.6699
94 O -0.7371 4.4367 4.0579
95 S 0.5762 4.0267 4.8864
96 O 0.2169 3.0679 5.8661
97 O 1.2636 5.1933 5.2620
98 O 1.3069 3.3353 3.6332
99 H 1.6325 4.6486 2.0300
100 H 0.7294 3.1475 1.7081
101 H -1.2591 4.1949 2.1228
102 H -0.4217 5.7259 2.4997
103 C -4.0814 5.3120 1.1864
104 C -3.0429 5.1566 0.0415
105 O -2.5473 3.8077 0.1608
106 S -3.7003 2.9117 0.8274
107 O -3.1578 1.8138 1.5156
108 O -4.7711 2.7696 -0.0872
109 O -4.0310 4.0673 1.8749
110 H -5.0809 5.5686 0.8376
111 H -3.8092 6.0996 1.8861
112 H -2.2231 5.8485 0.1901
113 H -3.5411 5.2347 -0.9209
114 C -3.3326 2.9564 5.9655
115 C -2.9429 2.2090 4.7052
116 O -4.1932 1.6276 4.3079
117 S -4.9297 1.0368 5.5946
118 O -4.3048 -0.1835 5.9960
119 O -6.3148 1.1371 5.5136
120 O -4.3432 2.1518 6.6043
121 H -3.9177 3.8229 5.6377
122 H -2.5190 3.1990 6.6370
123 H -2.2503 1.4103 4.9814
124 H -2.6776 2.7962 3.8401
125 C 4.3622 -2.5410 -1.2006
126 C 4.9803 -3.5626 -0.2714
127 O 4.0009 -4.0902 0.6695
128 O 2.9862 -2.2341 -0.7790
129 H 4.1927 -2.9391 -2.1959
130 H 4.9838 -1.6509 -1.2272
131 H 5.7996 -3.1647 0.3274
132 H 5.4433 -4.3238 -0.9020
133 H 4.4635 -4.7264 1.2344
134 H 2.8034 -1.4445 -1.3471
135 C -0.1493 -5.3745 2.2106
136 C 0.5485 -6.2044 1.2051
137 O 1.8795 -5.6850 0.8936
138 O 0.0009 -3.9563 1.8899
139 H 0.3177 -5.4705 3.2039
140 H -1.1460 -5.7064 2.4953
141 H 0.0315 -6.2936 0.2485
142 H 0.6189 -7.2523 1.5083
143 H 2.2783 -6.4357 0.4309
144 H -0.9101 -3.6400 2.2943

total charge = +2
E_tot = -253573.6254 eV
lowest unoccupied orbital energy = -7.81 eV
HOMO-LUMO gap = 5.3 eV

---

[4]
# C10H14Cl30FN2O4PS

11 unconnected molecules or ions with the total composition C10H14Cl30FN2O4PS (ωB97M-V/def2-TZVPD, OMol25).

Cartesian coordinates (Å):
1 N -1.2282 -0.9617 -2.2539
2 P -0.7241 0.4414 -2.6520
3 O -0.3324 1.3026 -1.3928
4 O -1.8207 1.2551 -3.4664
5 N 0.6452 0.4931 -3.6736
6 S 2.1242 0.1045 -3.0618
7 O 2.9912 -0.1102 -4.1601
8 O 2.4522 1.0390 -2.0463
9 F 1.8761 -1.2497 -2.3694
10 H -2.1738 -1.0984 -2.5878
11 H -0.7051 0.8475 -0.6241
12 H -1.5249 2.1510 -3.6760
13 H 0.4601 0.0014 -4.5433
14 C -4.0502 2.3312 -6.6104
15 Cl -4.5453 1.2220 -5.3368
16 Cl -5.1146 3.7344 -6.6679
17 Cl -2.3668 2.8418 -6.3965
18 H -4.1215 1.8143 -7.5575
19 C 1.6045 1.9287 1.1599
20 Cl 2.9065 2.5451 2.1770
21 Cl 1.0234 0.3692 1.7635
22 Cl 0.2718 3.0834 1.0820
23 H 1.9894 1.7847 0.1569
24 C -1.2771 -4.4000 -2.9266
25 Cl -2.9049 -3.8226 -3.2999
26 Cl -1.2745 -6.1469 -2.6875
27 Cl -0.1432 -3.9426 -4.2006
28 H -0.9533 -3.9315 -2.0086
29 C 5.5573 -0.4192 3.4648
30 Cl 4.4181 -0.5669 2.1238
31 Cl 5.6468 1.2460 4.0464
32 Cl 5.1204 -1.5164 4.7753
33 H 6.5383 -0.6997 3.1058
34 C -8.6736 0.5250 -4.4434
35 Cl -9.8182 1.3032 -3.3522
36 Cl -8.3334 1.5558 -5.8340
37 Cl -7.1852 0.1047 -3.5942
38 H -9.1223 -0.3899 -4.8048
39 C 0.7158 -3.5255 1.2678
40 Cl 0.1316 -2.5052 -0.0438
41 Cl -0.4328 -4.8220 1.6156
42 Cl 2.3080 -4.1631 0.8713
43 H 0.8100 -2.9133 2.1550
44 C -2.8165 -1.1407 2.6173
45 Cl -3.9780 -0.4268 3.7322
46 Cl -2.7700 -0.2307 1.1037
47 Cl -1.2187 -1.2347 3.3654
48 H -3.1382 -2.1481 2.3893
49 C -4.6579 1.9415 6.7588
50 Cl -5.9767 1.0089 6.0467
51 Cl -4.7737 3.6397 6.3008
52 Cl -4.6400 1.7624 8.5126
53 H -3.7262 1.5514 6.3707
54 C 7.3907 4.2993 6.3015
55 Cl 6.2561 4.1365 4.9594
56 Cl 7.4492 5.9651 6.8749
57 Cl 6.9693 3.1958 7.6101
58 H 8.3746 4.0328 5.9409
59 C 6.1043 -2.5745 -0.3867
60 Cl 7.4570 -2.1419 -1.4330
61 Cl 4.5649 -2.2531 -1.1735
62 Cl 6.2099 -4.2639 0.1142
63 H 6.1551 -1.9591 0.5014

SMILES = N=P(O)(O)NS(=O)(=O)F.ClC(Cl)Cl.ClC(Cl)Cl.ClC(Cl)Cl.ClC(Cl)Cl.ClC(Cl)Cl.ClC(Cl)Cl.ClC(Cl)Cl.ClC(Cl)Cl.ClC(Cl)Cl.ClC(Cl)Cl
E_tot = -420282.9255 eV
lowest unoccupied orbital energy = 0.03 eV
HOMO-LUMO gap = 10.0 eV

---

[5]
# C3H4N2O

C3H4N2O in the gas phase (ωB97M-V/def2-TZVPD, OMol25).

Cartesian coordinates (Å):
1 O 1.3607 0.4888 1.3971
2 C 0.7759 -0.1144 0.2946
3 C -0.6908 -0.4515 0.3360
4 C -1.1529 -0.1394 -0.8701
5 N -0.1110 0.4387 -1.6834
6 N 0.9380 0.5660 -1.0182
7 H 0.8656 1.2889 1.6123
8 H -1.2466 -0.8539 1.1770
9 H -2.1414 -0.2335 -1.3065
10 H 1.4027 -0.9898 0.0611

SMILES = O[C@H]1C=CN=N1
E_tot = -8201.2677 eV
lowest unoccupied orbital energy = -0.12 eV
HOMO-LUMO gap = 9.4 eV
relative energy (zero: lowest compared OMol25 entry of this formula, charge and spin) = 60.4 kcal per mole

---

[6]
# C5H8O

A molecular structure, C5H8O (ωB97M-V/def2-TZVPD, OMol25).

Cartesian coordinates (Å):
1 O 0.1657 -2.2908 0.1554
2 C 0.1753 -0.9444 0.1706
3 C 1.2903 -0.0197 -0.3809
4 C 0.7417 1.3536 -0.2006
5 C -0.7860 1.2101 -0.3305
6 C -0.9979 -0.1255 0.2917
7 H -0.7233 -2.6331 -0.0226
8 H -0.0730 -0.3499 1.2692
9 H 1.3708 -0.3463 -1.4328
10 H 2.2554 -0.2075 0.0966
11 H 0.9948 1.7414 0.7952
12 H -1.1299 1.1657 -1.3832
13 H -1.3533 2.0070 0.1600
14 H -1.9071 -0.5309 0.7446

E_tot = -7356.4625 eV
lowest unoccupied orbital energy (alpha / beta) = -0.09 / 0.12 eV
HOMO-LUMO gap (alpha / beta) = 5.5 / 6.7 eV
relative energy (zero: lowest compared OMol25 entry of this formula, charge and spin) = 133.6 kcal per mole

---

[7]
# C38H26MoN8O4S

A molecular structure, C38H26MoN8O4S (ωB97M-V/def2-TZVPD, OMol25).

Cartesian coordinates (Å):
1 Mo 0.1482 -0.1754 -0.2387
2 S 4.7811 5.0901 -3.1448
3 N 5.0728 3.6514 -2.5021
4 C 3.9369 3.0143 -2.2396
5 C 3.7667 1.7101 -1.6808
6 C 4.8150 0.8285 -1.3829
7 C 4.4950 -0.3958 -0.8213
8 C 3.1678 -0.7190 -0.5643
9 N 2.1444 0.0946 -0.8520
10 C 2.4374 1.2874 -1.4268
11 C 1.3034 2.0935 -1.7582
12 N 0.0812 1.5580 -1.4338
13 C -0.9900 2.2763 -1.8329
14 C -0.9136 3.4848 -2.5135
15 C 0.3178 4.0551 -2.7830
16 C 1.4643 3.3500 -2.3917
17 C 2.8022 3.8137 -2.5994
18 N 3.1821 4.9809 -3.1079
19 H 5.8337 1.0996 -1.6233
20 H 5.2671 -1.1116 -0.5940
21 H 2.9089 -1.6765 -0.1243
22 H -1.9654 1.8578 -1.6120
23 H -1.8209 3.9747 -2.8316
24 H 0.4127 5.0034 -3.2920
25 O -3.0314 -5.9727 -2.5272
26 N -3.8620 -5.1647 -2.2265
27 O -5.0472 -5.2704 -2.2322
28 C -3.3433 -3.8439 -1.7480
29 C -4.2141 -3.0739 -1.0462
30 C -3.8233 -1.8187 -0.5074
31 C -4.7166 -0.9576 0.1465
32 C -4.2383 0.2597 0.5884
33 C -2.8918 0.5660 0.4400
34 N -1.9944 -0.2471 -0.1293
35 C -2.4745 -1.4128 -0.6506
36 C -1.5855 -2.1879 -1.4424
37 N -0.3523 -1.6458 -1.6561
38 C 0.4580 -2.2701 -2.5148
39 C 0.1195 -3.4617 -3.1448
40 C -1.1022 -4.0585 -2.8924
41 C -2.0056 -3.4099 -2.0315
42 H -5.2345 -3.4117 -0.9121
43 H -5.7525 -1.2329 0.2754
44 H -4.8942 0.9663 1.0699
45 H -2.5333 1.5192 0.7981
46 H 1.4145 -1.8017 -2.7188
47 H 0.8184 -3.9223 -3.8254
48 H -1.3638 -4.9983 -3.3619
49 C -2.2259 4.0806 2.5263
50 O -1.7729 2.7302 2.3627
51 C -0.5355 2.4852 1.9132
52 C 0.2799 3.4298 1.2975
53 C 1.6117 3.1473 1.0441
54 C 2.1443 1.9122 1.3837
55 C 1.3269 0.8993 1.8895
56 C -0.0452 1.1549 2.1447
57 N -0.8363 0.3796 3.0143
58 C -0.6926 -0.8111 3.5860
59 C 0.1238 -1.9205 3.2783
60 C 0.4121 -2.8378 4.3239
61 C 1.3342 -3.8437 4.1570
62 C 1.9391 -4.0424 2.9116
63 C 1.5815 -3.2652 1.8292
64 C 0.6854 -2.1906 1.9797
65 O 0.3470 -1.4618 0.9537
66 H -1.5392 4.6473 3.1557
67 H -3.1852 4.0008 3.0303
68 H -2.3562 4.5881 1.5705
69 H -0.1072 4.4159 1.1037
70 H 2.2496 3.9287 0.6662
71 H 3.2099 1.7452 1.3202
72 H 1.7970 0.0371 2.3593
73 H -1.5735 0.9639 3.4224
74 H -1.2995 -0.9437 4.4797
75 H -0.0691 -2.7112 5.2815
76 H 1.5754 -4.4939 4.9813
77 H 2.6638 -4.8335 2.7927
78 H 1.9594 -3.4824 0.8385

total charge = +4
E_tot = -72590.0425 eV
lowest unoccupied orbital energy (alpha / beta) = -13.35 / -13.40 eV
HOMO-LUMO gap (alpha / beta) = 5.7 / 5.7 eV

---

[8]
# C27H57N3O3

3 unconnected molecules or ions with the total composition C27H57N3O3 (ωB97M-V/def2-TZVPD, OMol25).

Cartesian coordinates (Å):
1 C 5.4040 -0.4860 0.2061
2 C 4.8583 -0.0763 -1.1471
3 C 4.5271 1.4558 -0.9490
4 C 4.5156 2.1705 -2.3111
5 C 5.7697 1.9911 -3.1787
6 C 5.9753 0.4749 -3.5062
7 N 5.8435 -0.2425 -2.2136
8 O 6.0665 -1.6424 -2.4334
9 C 5.0366 -0.0756 -4.5899
10 C 7.4142 0.3141 -3.9774
11 C 3.5323 -0.7965 -1.3953
12 H 4.7798 -0.2725 1.0687
13 H 6.4367 -0.2026 0.4393
14 H 5.6293 -1.5632 0.1480
15 H 3.4990 1.5869 -0.6065
16 H 5.1593 1.9847 -0.2362
17 H 4.3710 3.2483 -2.2126
18 H 3.7009 1.7430 -2.9015
19 H 6.6233 2.4888 -2.7164
20 H 5.5632 2.5470 -4.0963
21 H 4.9825 0.5248 -5.4990
22 H 5.3511 -1.0895 -4.8360
23 H 3.9983 -0.1711 -4.2641
24 H 8.1380 0.4184 -3.1681
25 H 7.5291 -0.6934 -4.3842
26 H 7.6590 1.0360 -4.7562
27 H 3.7676 -1.8666 -1.4233
28 H 3.0887 -0.6591 -2.3828
29 H 2.7810 -0.6446 -0.6225
30 H 6.9652 -1.7243 -2.0947
31 C -4.5557 0.5290 -3.2428
32 C -4.6612 0.0346 -1.7800
33 C -6.2160 -0.0307 -1.5907
34 C -6.6921 -0.7865 -0.3630
35 C -6.0206 -2.1561 -0.2962
36 C -4.4837 -2.1050 -0.4287
37 N -4.1478 -1.3056 -1.6091
38 O -2.7974 -1.4465 -2.0111
39 C -3.7920 -1.6696 0.8844
40 C -4.0988 -3.5624 -0.6435
41 C -4.0433 1.0471 -0.8056
42 H -5.0531 1.4855 -3.4242
43 H -4.9828 -0.1791 -3.9497
44 H -3.5231 0.8348 -3.4475
45 H -6.4404 1.0135 -1.3463
46 H -6.6994 -0.3307 -2.5188
47 H -7.7762 -0.8474 -0.2445
48 H -6.4344 -0.1180 0.4689
49 H -6.4224 -2.7588 -1.1097
50 H -6.2977 -2.5583 0.6812
51 H -3.8808 -2.3685 1.7193
52 H -2.7148 -1.5568 0.7441
53 H -4.2003 -0.7400 1.2797
54 H -4.2217 -4.1101 0.2904
55 H -4.6955 -4.1318 -1.3601
56 H -3.0737 -3.6129 -1.0173
57 H -4.3446 2.0310 -1.1836
58 H -2.9565 1.0057 -0.8790
59 H -4.3972 1.0125 0.2194
60 H -2.8609 -1.4426 -2.9729
61 C 0.3816 2.5568 3.1727
62 C -0.7964 1.6994 2.6479
63 C -0.2557 0.7554 1.5463
64 C 0.6819 -0.3544 2.0602
65 C -0.0206 -1.1897 3.0842
66 C -0.6272 -0.3358 4.2387
67 N -1.3690 0.8012 3.6816
68 O -2.1826 1.5097 4.5764
69 C -1.6457 -1.2406 4.9484
70 C 0.5243 0.0915 5.1582
71 C -1.8634 2.5832 2.0412
72 H 0.0964 2.9045 4.1674
73 H 0.5029 3.4839 2.6022
74 H 1.3625 2.0920 3.1288
75 H -0.9722 0.1754 0.9531
76 H 0.2508 1.3781 0.8020
77 H 1.6033 0.1565 2.3568
78 H 0.9143 -0.9777 1.1921
79 H 0.6864 -1.8813 3.5395
80 H -0.8775 -1.5805 2.5285
81 H -2.1944 -0.7009 5.7206
82 H -2.4205 -1.4853 4.2169
83 H -1.1987 -2.1653 5.3073
84 H 0.1460 0.7828 5.9200
85 H 0.8779 -0.7644 5.7367
86 H 1.3265 0.6464 4.6816
87 H -2.1533 3.3786 2.7375
88 H -2.8037 2.0928 1.7949
89 H -1.3870 3.1416 1.2347
90 H -3.0688 1.4916 4.2006

SMILES = CC1(C)CCCC(C)(C)N1O.CC1(C)CCCC(C)(C)N1O.CC1(C)CCCC(C)(C)N1O
E_tot = -39531.5862 eV
lowest unoccupied orbital energy = 0.60 eV
HOMO-LUMO gap = 8.6 eV
relative energy (zero: lowest compared OMol25 entry of this formula, charge and spin) = 29.9 kcal per mole

---

Q: The lowest E_tot belongs to which entry?
A: C10H14Cl30FN2O4PS

---

Q: Which formula does entry 2 have?
A: C3H3HgMgO3

---

Q: Number 7 is which compound?
A: C38H26MoN8O4S